This record from OMol25 describes H4N2 in the gas phase at a distorted geometry. The level of theory is the ωB97M-V functional and the def2-TZVPD basis.

```
6
H4N2 (the ωB97M-V functional and the def2-TZVPD basis)
N 0.29828 -0.63866 -0.26962
N -0.24615 0.80953 0.02415
H -0.24043 -1.35081 0.49480
H -0.11521 -0.93986 -1.21367
H 0.55082 1.47746 -0.15009
H -0.24731 0.64234 1.11444
```

Values from the calculation:
SMILES	NN
LUMO level	0.04263	hartree
relative energy (zero: lowest compared OMol25 entry of this formula, charge and spin)	99.2	kJ/mol
multiplicity	1
HOMO-LUMO gap	0.372	Eh



This record from OMol25 describes H4N2O in the gas phase at a distorted geometry. The level of theory is the ωB97M-V functional and the def2-TZVPD basis.

```
7
H4N2O (the ωB97M-V functional and the def2-TZVPD basis)
N -1.29345 -0.24897 0.04537
O -0.26905 0.68876 -0.01931
N 1.15130 0.09670 -0.00164
H -1.65266 -0.49567 -0.95816
H -1.06027 -1.02368 0.54473
H 1.73805 0.73070 -0.63364
H 1.38609 0.25216 1.02266
```

Values from the calculation:
SMILES	NON
LUMO level	0.04365	hartree
relative energy (zero: lowest compared OMol25 entry of this formula, charge and spin)	192.8	kJ/mol
multiplicity	1
HOMO-LUMO gap	0.382	Eh



This record from OMol25 describes 2 unconnected molecules or ions with the total composition H4N2O2 at a distorted geometry. The level of theory is the ωB97M-V functional and the def2-TZVPD basis.

```
8
H4N2O2 (the ωB97M-V functional and the def2-TZVPD basis)
H 0.91285 -0.80836 0.57868
N 1.70804 -0.56965 -0.05263
N 2.66912 0.13462 -0.08043
H 3.03826 0.99565 0.33167
O -2.81818 -0.17456 -0.09861
O -1.44992 -0.03054 0.30397
H -2.97054 0.72181 -0.40406
H -1.08963 -0.26898 -0.57860
```

Values from the calculation:
SMILES	[H]/N=N\[H].OO
LUMO level	0.02668	hartree
relative energy (zero: lowest compared OMol25 entry of this formula, charge and spin)	268.8	kJ/mol
multiplicity	1
HOMO-LUMO gap	0.314	Eh



This record from OMol25 describes a gas-phase ion, H4N2O2P (charge -1) at a distorted geometry. The level of theory is the ωB97M-V functional and the def2-TZVPD basis.

```
9
H4N2O2P (the ωB97M-V functional and the def2-TZVPD basis)
N -0.76200 0.58990 -0.94058
P -0.32902 -0.61941 0.35331
N 1.35190 -0.03096 0.52958
O -0.31502 -1.97823 -0.33745
O -1.09915 -0.27428 1.59268
H -1.78199 0.62108 -0.86673
H -0.50606 1.45332 -0.60965
H 1.54007 0.96488 0.37054
H 1.90127 -0.72630 -0.09171
```

Values from the calculation:
SMILES	NP(N)(=O)[O-]
LUMO level	0.16777	hartree
relative energy (zero: lowest compared OMol25 entry of this formula, charge and spin)	65.1	kJ/mol
net charge	-1
multiplicity	1
HOMO-LUMO gap	0.339	Eh



This record from OMol25 describes 2 unconnected molecules or ions with the total composition H4N4O at a distorted geometry. The level of theory is the ωB97M-V functional and the def2-TZVPD basis.

```
9
H4N4O (the ωB97M-V functional and the def2-TZVPD basis)
N -1.49333 -0.64903 0.00334
N 0.18341 0.67449 0.55444
N 1.92882 0.41206 -0.85087
N 0.99208 -0.01559 -0.19609
O -2.47789 -0.24055 -0.64608
H -0.29538 0.22599 1.18809
H -1.75062 -0.81372 0.98180
H 2.09489 1.48314 -0.87888
H 0.81804 -1.07678 -0.15575
```

Values from the calculation:
LUMO level (alpha / beta)	-0.01742 / -0.01745	hartree
relative energy (zero: lowest compared OMol25 entry of this formula, charge and spin)	287.9	kJ/mol
multiplicity	1
HOMO-LUMO gap (alpha / beta)	0.308 / 0.308	Eh



This record from OMol25 describes 2 unconnected molecules or ions with the total composition H4N4O2 at a distorted geometry. The level of theory is the ωB97M-V functional and the def2-TZVPD basis.

```
10
H4N4O2 (the ωB97M-V functional and the def2-TZVPD basis)
N 8.38461 0.00483 1.25750
N -3.92208 -0.55505 -1.42685
N -3.68571 0.61927 0.77143
N -3.75962 -0.51705 0.21396
O -3.77769 1.64195 -0.01340
O -3.56417 -1.60092 0.78174
H 7.95721 0.28397 0.33470
H 9.21435 0.50828 1.17600
H -3.91104 0.53999 -1.32196
H -2.93584 -0.92526 -1.77311
```

Values from the calculation:
LUMO level	0.22960	hartree
relative energy (zero: lowest compared OMol25 entry of this formula, charge and spin)	0.0	kJ/mol
net charge	-2
multiplicity	1
HOMO-LUMO gap	0.205	Eh



Among the records above, which one has the lowest relative energy (zero: lowest compared OMol25 entry of this formula, charge and spin)? H4N4O2